(1)
C30H36ClO5Zr | the ωB97M-V functional and the def2-TZVPD basis

As for the highest occupied orbital energy (spin up / spin down): -0.8 / -0.8 eV. As for the largest force on an atom: 2.1 eV/Å. As for the LUMO energy (spin up / spin down): 2.1 / 2.1 eV. The charge is -1. The value obtained for the frontier orbital gap (spin up / spin down) is 2.859 / 2.857 eV.

Geometry (Å):
Zr  -2.55  1.25  -0.55
Cl  -5.64  -1.62  2.16
O  4.26  -2.31  -2.13
O  0.62  -0.16  1.44
O  6.26  0.18  -0.80
O  6.06  -2.75  -0.83
O  6.59  -0.79  1.20
C  -7.84  -0.51  1.10
C  7.63  0.61  -0.75
C  -3.51  -0.66  -1.71
C  5.86  -0.57  0.24
C  -4.27  0.72  0.87
C  -2.05  3.24  0.81
C  -5.71  0.58  0.57
C  3.42  -0.17  -0.40
C  -2.09  -0.73  -1.92
C  -6.45  -0.46  1.19
C  2.94  -0.84  1.88
C  -4.00  0.54  -2.33
C  4.48  -1.20  0.02
C  -1.00  3.07  -0.16
C  -2.89  1.18  -2.97
C  6.53  -3.59  -1.89
C  -1.58  3.27  -1.46
C  3.96  -1.84  1.32
C  -1.71  0.40  -2.72
C  1.47  0.89  0.96
C  2.91  0.38  0.93
C  1.12  -1.46  3.47
C  -7.80  1.40  -0.39
C  -3.26  3.54  0.11
C  -8.52  0.42  0.30
C  1.42  -1.25  1.99
C  1.03  -2.51  1.21
C  -2.98  3.52  -1.29
C  -6.41  1.50  -0.25
C  4.87  -2.15  -1.10
H  -4.06  1.53  1.59
H  7.45  -4.03  -1.50
H  0.05  -1.61  3.64
H  1.65  -2.35  3.83
H  4.81  -1.96  2.00
H  -4.21  3.82  0.59
H  1.52  -3.40  1.63
H  3.82  0.59  -1.08
H  -8.38  -1.24  1.69
H  3.53  -2.83  1.11
H  3.28  -0.51  2.88
H  -1.01  3.30  -2.39
H  -3.84  -0.20  1.28
H  -5.87  2.30  -0.75
H  -0.06  -2.65  1.31
H  1.37  1.74  1.65
H  3.60  1.16  1.28
H  1.28  -2.41  0.15
H  -9.60  0.35  0.22
H  -1.43  -1.56  -1.65
H  -8.32  2.13  -1.01
H  2.62  -0.71  -0.91
H  7.81  1.22  0.14
H  1.45  -0.60  4.08
H  -2.94  2.04  -3.64
H  1.11  1.20  -0.03
H  7.77  1.19  -1.66
H  5.79  -4.36  -2.13
H  -1.92  3.21  1.90
H  -0.71  0.58  -3.13
H  -3.68  3.82  -2.08
H  0.06  2.96  0.04
H  6.75  -2.99  -2.78
H  -5.04  0.85  -2.40
H  -4.11  -1.43  -1.23
H  8.30  -0.26  -0.75

---

(2)
C4H12 | the ωB97M-V functional and the def2-TZVPD basis

As for the highest occupied orbital energy: -11.4 eV. The SMILES is CC.CC. As for the largest force on an atom: 2.1 eV/Å. As for the LUMO energy: 1.2 eV. The value obtained for the frontier orbital gap is 12.588 eV. For the energy relative to the best compared isomer or geometry (same formula, charge and spin), the calculation gives 0.541 eV.

Geometry (Å):
C  0.06  -1.23  -1.67
C  -0.36  1.00  1.46
C  1.19  -2.16  -1.32
C  -0.91  2.41  1.42
H  0.47  -0.22  -1.56
H  0.89  -2.90  -0.58
H  -0.90  0.38  2.20
H  -0.46  -1.42  -2.61
H  -0.97  2.78  0.39
H  2.13  -1.70  -1.03
H  -0.72  -1.31  -0.91
H  0.63  1.04  1.91
H  -0.28  3.11  2.01
H  -0.35  0.59  0.46
H  1.43  -2.89  -2.11
H  -1.85  2.53  1.93

---

(3)
C4H15N3O | the ωB97M-V functional and the def2-TZVPD basis

As for the highest occupied orbital energy: -8.8 eV. The SMILES is CNCCNCN.O. As for the largest force on an atom: 4.6 eV/Å. As for the LUMO energy: 0.9 eV. The value obtained for the frontier orbital gap is 9.694 eV. For the energy relative to the best compared isomer or geometry (same formula, charge and spin), the calculation gives 3.044 eV.

Geometry (Å):
O  6.53  1.63  0.19
N  -2.20  -2.48  0.35
N  -0.30  -0.90  1.25
N  -1.51  0.75  -1.15
C  -0.44  1.07  -0.19
C  -0.94  -2.23  1.02
C  -2.44  1.81  -1.40
C  0.30  -0.20  0.16
H  -2.90  2.12  -0.47
H  -0.80  1.79  0.69
H  -1.85  -0.10  -0.85
H  1.32  -0.03  0.32
H  -3.26  1.27  -2.10
H  6.05  2.49  0.13
H  0.32  -0.98  -0.81
H  -0.16  -2.98  0.77
H  7.18  1.56  -0.47
H  -2.83  -1.64  0.44
H  -2.14  -2.39  -0.65
H  0.29  1.56  -0.81
H  -2.20  2.68  -2.16
H  -0.97  -0.23  1.66
H  -1.12  -2.48  2.04